Molecular formula: C9H12O6S
Method: DFT, the ωB97M-V functional and the def2-TZVPD basis

Structure (XYZ):
```
28
Properties=species:S:1:pos:R:3:forces:R:3
C 1.15575 1.85707 -0.41990 0.3 -0.4 -0.3
C 0.22074 1.32937 -1.46782 -0.1 0.2 -0.3
O -0.61203 1.97749 -2.03703 0.0 -0.2 0.3
O 0.41662 -0.00580 -1.76518 0.0 0.1 0.6
C -0.73664 -0.82835 -1.63023 -0.4 -0.4 -0.4
C -0.83820 -1.47727 -0.24132 0.0 0.1 -0.1
C 0.45008 -1.75205 0.44782 0.0 -0.1 0.0
C 1.61972 -2.26336 0.05383 -0.5 0.3 0.2
S 2.04956 -2.90004 -1.51788 0.2 -0.3 -0.1
C 2.52903 -2.28345 1.24812 0.3 -0.2 -0.6
O 3.70206 -2.46537 1.27912 -0.3 -0.1 0.2
O 1.76829 -1.98234 2.35668 0.1 0.5 0.2
C 0.56816 -1.46541 1.90856 0.3 0.0 0.0
O -0.17132 -0.85757 2.61069 -0.2 -0.1 0.1
H 0.57815 2.43372 0.29483 0.0 0.2 0.0
H 1.68078 1.03801 0.06718 0.0 0.0 0.1
H 1.90475 2.48055 -0.90802 -0.1 0.2 0.1
H -1.64294 -0.24978 -1.81246 0.1 0.1 -0.1
H -0.69798 -1.59232 -2.40404 0.3 0.0 0.0
H -1.45191 -0.85466 0.41021 0.1 0.0 0.1
H -1.36286 -2.43304 -0.33604 -0.1 0.0 -0.1
H 2.33773 -1.73370 -2.10692 -0.1 0.2 0.1
C -2.33274 2.00494 1.11998 0.1 0.1 0.0
O -1.53663 3.17254 0.95795 -0.1 -0.1 0.1
H -1.78598 1.32876 1.77525 0.0 0.0 0.0
H -3.29518 2.23743 1.58172 0.0 0.0 0.0
H -2.50746 1.51055 0.15861 0.0 0.0 0.0
H -2.00955 3.77408 0.37630 0.1 0.0 -0.1
```
Positions in Å, forces in eV/Å.

Properties
2S+1 = 1
Gap between HOMO and LUMO = 0.3313 hartree
Total energy = -32647.283 eV
HOMO energy = -10.113 eV
SMILES string = CC(=O)OCCC1=C(S)C(=O)OC1=O.CO

Formally, the Löwdin partial charges of the atoms, in units of the elementary charge, are as follows: 0.04, -0.50, 0.13, -0.06, -0.17, -0.08, -0.13, -0.46, 0.87, -0.44, 0.18, 0.15, -0.39, 0.18, 0.07, 0.08, 0.10, 0.12, 0.12, 0.11, 0.14, -0.10, -0.15, -0.13, 0.07, 0.08, 0.07, 0.08

=====

Molecular formula: C46H121N17O22
Method: DFT, the ωB97M-V functional and the def2-TZVPD basis

Structure (XYZ):
```
206
Properties=species:S:1:pos:R:3:forces:R:3
C 7.93995 -3.27435 -1.43336 0.7 0.5 0.7
C 6.54549 -2.80068 -0.95873 1.3 -2.1 0.6
O 6.68747 -2.22322 0.34770 -0.2 0.4 -0.6
O 8.56045 -4.29249 -0.57649 -1.0 0.7 -1.2
H 8.59071 -2.40038 -1.46150 0.2 0.2 0.2
H 7.95333 -3.63268 -2.46268 -0.3 -0.5 0.2
H 6.01764 -3.74428 -0.82055 -0.6 0.1 -0.3
H 6.02565 -2.19000 -1.69692 0.2 0.4 0.3
H 6.40694 -2.90282 0.96499 0.0 0.1 0.2
H 8.72206 -3.92067 0.29370 -0.1 0.3 0.1
C 4.22645 1.48983 4.27817 -0.3 1.2 0.9
C 4.98944 2.56780 3.54504 -0.1 -0.8 -0.4
O 6.21109 1.99994 3.09598 0.5 0.5 0.0
O 4.87005 1.10925 5.51011 -0.7 -0.1 -0.7
H 4.01584 0.67752 3.58256 0.3 -0.5 0.1
H 3.24539 1.89645 4.52371 0.0 -0.1 0.4
H 5.20078 3.46547 4.12609 0.1 -0.2 0.3
H 4.37125 2.87270 2.70067 0.0 0.1 -0.3
H 6.11596 1.04505 3.06888 0.0 -0.1 -0.3
H 5.71120 0.70400 5.28687 0.2 0.0 0.0
C 0.40483 0.10568 8.18903 -1.1 -1.3 0.1
C 0.91261 1.24549 9.01072 1.5 1.0 -0.7
O 1.60890 2.19498 8.14014 -0.9 0.3 0.6
O 1.32750 -0.96650 8.01334 0.2 0.3 0.3
H 0.03879 0.35975 7.19427 0.1 0.9 0.0
H -0.48215 -0.31493 8.66282 0.1 -0.3 0.3
H 1.65010 0.98002 9.76818 0.0 -0.8 0.0
H 0.14903 1.73857 9.61230 -0.2 0.4 -0.7
H 2.35312 1.75930 7.71834 0.1 -0.1 0.1
H 2.15657 -0.54783 7.77050 0.3 -0.3 -0.2
C 0.80885 7.93654 5.27603 -0.7 -1.7 -1.6
C -0.18476 7.46978 4.12570 1.9 1.3 0.2
O 0.10153 6.13725 3.68577 -0.6 0.1 0.9
O 0.40948 7.44328 6.52920 -0.3 0.5 0.4
H 0.95008 9.01705 5.24996 -0.3 -0.1 0.4
H 1.75995 7.45619 5.04631 0.3 0.3 -0.4
H 0.05189 8.08335 3.25644 -0.2 0.5 0.0
H -1.21304 7.66104 4.43255 -0.1 -0.4 0.1
H -0.70069 5.88610 3.22214 0.1 -0.5 -0.2
H 0.50099 6.48984 6.46456 -0.1 -0.2 0.2
C 7.21170 -5.52222 4.94856 0.3 -0.4 -1.7
C 5.93602 -4.74759 4.65869 0.3 0.3 0.3
O 5.38578 -4.90958 3.37267 0.3 -0.1 -0.2
O 8.21621 -5.09256 3.96877 -0.5 0.3 1.2
H 7.17482 -6.58809 4.72343 -0.8 -0.3 0.5
H 7.51374 -5.37199 5.98504 0.1 0.2 0.0
H 6.24625 -3.70891 4.77270 -0.3 0.2 -0.2
H 5.13530 -4.93344 5.37454 0.3 -0.2 0.5
H 4.95789 -5.76885 3.38486 -0.1 -0.2 -0.3
H 8.97893 -5.62528 4.20555 0.3 0.1 -0.3
C -9.84436 1.76040 3.61064 -0.3 1.7 -0.9
C -9.61719 2.30864 2.15626 -0.2 -0.7 0.0
O -8.30559 2.24577 1.68550 2.0 0.3 0.2
O -9.23921 2.49498 4.69593 0.0 -0.8 -0.6
H -9.60828 0.69673 3.64187 0.3 0.1 0.2
H -10.91474 1.90560 3.75659 -0.2 -0.4 0.0
H -9.92598 3.34316 2.00618 -0.3 0.1 0.6
H -10.15982 1.71967 1.41682 -1.0 -0.2 0.5
H -8.16633 1.58192 1.00616 -0.3 0.0 0.2
H -8.69560 3.21952 4.37792 0.2 0.0 -0.2
C -5.51699 5.10867 4.07014 -2.8 1.5 3.3
O -6.32889 5.46286 4.89592 -1.8 -0.7 2.6
N -5.28772 5.93559 3.13834 1.7 2.1 -4.8
N -4.78278 4.05809 4.13447 1.6 -3.5 0.4
H -5.57371 6.86610 3.40751 0.5 0.1 -0.9
H -4.49505 5.58763 2.61805 0.1 1.9 -0.9
H -4.85205 3.61235 5.03813 0.5 -0.7 -0.6
H -4.20298 3.85877 3.33184 0.2 -0.8 0.9
C -5.42802 -0.92230 7.80182 -0.5 -2.4 1.6
O -5.08782 -1.97871 8.33806 0.5 0.3 -0.6
N -6.26582 -0.88748 6.77512 -1.5 -0.8 -2.6
N -5.15308 0.25949 8.30914 1.0 2.1 0.8
H -6.49464 -1.78241 6.36665 0.0 0.2 0.2
H -6.67854 -0.07315 6.34313 0.3 -0.1 0.3
H -4.50687 0.24330 9.08519 -0.4 0.5 -0.1
H -5.67231 1.05856 7.97451 0.6 0.1 0.5
C 1.82008 -9.11269 3.30746 0.8 0.7 -1.0
O 2.90531 -8.78807 2.86169 0.4 0.7 -0.5
N 0.62731 -8.63243 2.98531 -1.5 2.3 -1.7
N 1.64785 -10.06509 4.16106 0.6 -4.0 3.7
H 0.64886 -7.81150 2.39733 -0.6 -0.2 0.2
H -0.21013 -9.00983 3.40527 0.1 0.5 -0.4
H 2.45161 -10.59173 4.47207 -0.2 0.2 0.0
H 0.77511 -10.22170 4.64469 0.3 -0.1 -0.1
C -3.60929 -10.06256 5.24280 1.5 -0.4 -0.1
O -2.57659 -10.64290 5.45469 1.9 -1.4 0.5
N -4.46559 -9.75945 6.18715 -1.1 0.5 1.9
N -3.95923 -9.67601 4.04416 -0.7 1.0 -2.6
H -4.35208 -10.45769 6.90803 -1.0 0.7 0.6
H -5.28103 -9.25831 5.86462 -0.4 -0.6 1.2
H -3.49077 -10.19391 3.31448 -0.5 0.6 -0.4
H -4.86443 -9.22969 4.00555 0.3 -0.3 -1.2
C -2.34608 -11.33804 -1.26402 -3.2 -6.1 0.6
O -2.25247 -12.27685 -0.52683 0.9 -2.6 2.9
N -1.61131 -10.35636 -1.24508 4.7 7.0 0.0
N -3.26116 -11.42756 -2.18245 -3.3 0.7 -3.7
H -1.78750 -9.67126 -1.96598 1.0 0.4 0.5
H -0.82434 -10.43361 -0.61675 0.0 0.7 -0.3
H -3.71372 -12.32274 -2.30047 0.1 0.5 0.1
H -3.39650 -10.68585 -2.85450 -0.2 -0.5 -0.1
C -7.92437 -5.32535 2.89762 -1.5 -1.6 4.2
O -7.26097 -6.14002 3.47093 0.9 -1.5 1.2
N -7.61501 -4.72410 1.82851 0.8 3.2 -5.6
N -9.14901 -4.83994 3.32448 -0.3 -0.2 0.3
H -6.77276 -4.80298 1.27670 -0.3 -0.3 0.4
H -8.45825 -4.32442 1.44210 1.0 0.3 -1.1
H -9.65111 -5.25269 4.09754 0.2 0.3 -0.3
H -9.42894 -4.00967 2.82209 -0.7 -0.2 1.0
C -3.12938 5.65270 -1.48860 -1.4 -0.1 0.7
O -2.95711 5.24173 -0.39239 0.9 -1.6 3.4
N -2.24174 5.98777 -2.35562 3.8 1.7 -4.5
N -4.34828 5.87156 -1.97301 -3.0 0.2 -0.6
H -2.62918 6.31670 -3.22842 0.5 -0.1 0.0
H -1.24166 5.86143 -2.41865 -0.4 -0.2 1.0
H -4.47938 6.34719 -2.85430 -0.4 -0.4 0.4
H -5.10283 5.39484 -1.50027 0.0 0.5 -0.2
C -0.52198 -3.21377 3.04078 0.0 1.0 -0.9
C -1.11174 -2.70356 1.68622 -0.5 -1.7 -0.2
C -2.24086 -1.68299 2.08216 1.1 -1.9 1.5
C -2.54292 -0.78231 0.99461 -0.1 0.9 -0.8
C -1.21860 -0.19910 0.52314 -1.6 1.3 -1.0
C -0.24598 -1.13344 -0.12747 0.6 0.4 1.6
N 0.03427 -2.14360 0.90334 -1.9 2.2 0.7
O 0.91324 -3.10758 0.44909 0.3 -0.8 0.3
C -0.79271 -1.65571 -1.39641 -0.7 -1.3 -2.0
C 1.01712 -0.33539 -0.48102 0.5 -1.4 -0.6
C -1.87509 -3.93138 0.92045 0.7 0.6 0.7
H 0.42775 -3.74320 2.96452 -0.5 -0.9 -0.2
H -1.33470 -3.72385 3.55790 0.5 -0.3 0.3
H -0.19180 -2.33231 3.59044 -0.4 0.2 0.2
H -3.05390 -2.33818 2.39489 -0.3 0.1 0.1
H -1.95576 -1.11705 2.96902 0.3 0.0 0.1
H -3.18170 0.05811 1.26619 -0.1 0.0 0.3
H -3.09062 -1.30281 0.20899 0.2 0.0 -0.4
H -0.72394 0.41403 1.27645 -0.2 -0.1 0.2
H -1.60593 0.45673 -0.25658 0.8 0.6 -0.2
H -1.22037 -2.65655 -1.33695 -0.1 0.0 0.3
H -1.57293 -1.02303 -1.81959 0.0 0.2 0.0
H -0.02733 -1.74971 -2.16677 0.1 0.0 0.0
H 1.67145 -1.06615 -0.95634 0.3 -0.1 0.0
H 0.77964 0.32188 -1.31750 0.0 0.6 0.5
H 1.61452 0.07270 0.33426 -0.6 0.4 0.1
H -2.21700 -4.69878 1.61493 0.5 0.0 0.4
H -1.20175 -4.40257 0.20444 -0.1 0.0 0.0
H -2.82406 -3.68434 0.44450 0.2 0.7 -0.4
H 1.45618 -3.08891 1.24059 0.9 -0.7 -0.4
C 6.87915 4.26837 -3.23186 1.6 0.0 0.1
C 6.71283 5.74600 -3.61885 -1.1 1.0 0.6
C 7.98426 6.61642 -3.74383 1.9 -0.4 1.3
C 8.95849 6.21818 -4.85814 -1.7 -0.9 0.3
C 8.25731 6.49180 -6.20588 0.7 -0.5 1.9
C 6.75925 5.98823 -6.17865 0.0 -1.7 -1.1
N 5.99656 5.98153 -4.87922 3.4 3.0 0.9
O 4.71148 5.51135 -4.85712 -0.9 -0.1 -0.7
C 5.96038 6.83619 -7.26885 -0.8 0.0 2.3
C 6.80692 4.45096 -6.51274 -0.5 0.4 -1.4
C 5.95983 6.33211 -2.33046 0.3 0.3 -1.4
H 7.53963 3.74015 -3.91950 -0.1 -0.2 0.0
H 5.98768 3.66675 -3.05453 -0.3 0.5 -0.4
H 7.39749 4.29099 -2.27326 0.1 -0.2 0.1
H 7.81560 7.69179 -3.68681 -0.8 0.1 -0.7
H 8.55518 6.52463 -2.81985 0.0 -0.5 0.4
H 9.05330 5.14170 -4.71563 -0.1 -0.4 -0.3
H 10.00314 6.51110 -4.75328 -0.2 0.9 -0.1
H 8.86303 5.86477 -6.86013 -0.6 0.4 -0.9
H 8.42640 7.54664 -6.42228 -0.6 0.0 -0.3
H 5.76433 7.78728 -6.77378 0.3 0.4 0.1
H 6.33565 7.11250 -8.25422 0.5 -0.8 0.1
H 4.94331 6.44560 -7.30187 0.1 -0.4 -0.6
H 6.04032 4.32164 -7.27675 0.1 -0.5 -0.2
H 7.76409 4.14186 -6.93273 0.0 -0.1 0.0
H 6.53094 3.77875 -5.70029 0.1 0.4 0.0
H 5.03109 5.80192 -2.11961 0.1 -0.1 0.0
H 5.74744 7.39411 -2.45352 -0.2 0.1 -0.2
H 6.64516 6.28934 -1.48395 -0.1 -0.3 0.0
H 4.33339 6.38793 -4.75582 -1.2 -0.4 0.0
C -0.07246 2.80581 -9.40418 1.4 -0.6 0.0
C -0.98101 1.71123 -8.78906 -0.6 2.9 -1.1
C -1.40582 2.17448 -7.35196 -0.2 -3.2 0.7
C -2.66561 1.32768 -6.88785 0.8 0.8 -1.1
C -3.79820 1.58941 -7.83720 0.5 0.9 1.0
C -3.49869 1.34283 -9.32839 -1.4 -0.3 -0.5
N -2.14972 1.70534 -9.71879 -0.5 1.7 1.0
O -1.88579 1.40306 -11.07264 0.3 -1.1 0.6
C -3.74715 -0.13466 -9.68522 0.0 0.0 0.7
C -4.49574 2.24892 -10.04695 -0.1 0.5 -1.4
C -0.30261 0.39900 -8.79036 0.2 -1.9 0.0
H 0.79906 2.99394 -8.77714 0.0 0.0 0.4
H -0.47312 3.78629 -9.66155 -0.7 -0.3 0.3
H 0.37616 2.39852 -10.31025 -0.1 0.0 -0.2
H -0.67968 1.77660 -6.64308 0.8 -0.1 -0.3
H -1.33930 3.22954 -7.08641 -1.0 0.2 -0.7
H -2.88612 1.54848 -5.84347 -0.3 0.0 -0.1
H -2.59937 0.24654 -7.00972 1.4 -0.2 0.5
H -3.99569 2.64799 -7.66834 -0.7 0.1 -0.4
H -4.59178 0.95250 -7.44648 -0.6 0.3 -0.7
H -2.81932 -0.56346 -9.30657 -0.3 -0.9 -0.5
H -4.59701 -0.56148 -9.15264 0.0 0.1 0.3
H -3.96196 -0.36082 -10.72964 0.6 0.3 -0.1
H -4.53219 2.06237 -11.12025 0.2 -0.4 -0.2
H -5.54021 2.17828 -9.74332 0.1 -0.2 0.5
H -4.19453 3.29605 -10.01720 0.1 0.1 0.5
H -0.06264 0.02163 -9.78440 0.3 0.6 -0.3
H -1.00904 -0.37887 -8.50056 0.1 0.0 0.7
H 0.58821 0.33073 -8.16593 0.0 0.1 0.0
H -1.85178 2.20872 -11.59354 -0.1 0.5 0.4
```
Positions in Å, forces in eV/Å.

Properties
2S+1 = 1
Gap between HOMO and LUMO = 0.2781 hartree
Total energy = -120030.689 eV
HOMO energy = -7.922 eV

These are the Löwdin partial charges, in e, on atoms 1 to 99: -0.22, -0.23, -0.08, -0.08, 0.11, 0.11, 0.11, 0.11, 0.07, 0.07, -0.24, -0.24, -0.07, -0.06, 0.12, 0.12, 0.12, 0.11, 0.07, 0.07, -0.26, -0.21, -0.09, -0.06, 0.12, 0.12, 0.12, 0.12, 0.06, 0.07, -0.23, -0.23, -0.08, -0.06, 0.12, 0.11, 0.10, 0.11, 0.07, 0.09, -0.21, -0.26, -0.06, -0.09, 0.12, 0.11, 0.12, 0.12, 0.09, 0.07, -0.21, -0.25, -0.08, -0.07, 0.11, 0.11, 0.12, 0.11, 0.08, 0.07, -0.86, 0.02, 0.17, 0.19, 0.14, 0.11, 0.13, 0.12, -0.76, 0.01, 0.15, 0.16, 0.11, 0.10, 0.12, 0.11, -0.79, 0.02, 0.15, 0.16, 0.11, 0.10, 0.12, 0.11, -0.82, 0.03, 0.16, 0.17, 0.13, 0.11, 0.12, 0.11, -0.90, 0.04, 0.20, 0.16, 0.13, 0.14, 0.12

=====

Molecular formula: C2H5NO
Method: DFT, the ωB97M-V functional and the def2-TZVPD basis

Structure (XYZ):
```
9
Properties=species:S:1:pos:R:3:forces:R:3
N -1.31566 -0.43131 0.04128 -0.2 -0.4 -0.7
C -0.26088 0.49259 -0.33556 -0.3 0.9 1.5
C 1.01402 0.38941 0.24872 -0.5 1.3 -1.5
O 1.66149 -0.65936 -0.16668 -1.7 -1.2 -1.0
H -1.11710 -1.40944 -0.10814 -0.1 0.0 0.0
H -1.66799 -0.28574 0.97897 0.2 0.0 0.0
H -0.64015 1.49507 -0.51158 -0.1 0.0 0.3
H 1.59441 1.16517 0.74726 0.0 -0.1 0.1
H 0.73186 -0.75639 -0.89426 2.5 -0.5 1.3
```
Positions in Å, forces in eV/Å.

Properties
2S+1 = 1
Gap between HOMO and LUMO = 0.3077 hartree
Total energy = -5688.862 eV
HOMO energy = -8.216 eV
Energy relative to the best compared isomer or geometry (same formula, charge and spin) = 4.3678 eV
SMILES string = N/C=C\O

Formally, the Löwdin partial charges of the atoms, in units of the elementary charge, are as follows: -0.03, -0.26, -0.22, -0.01, 0.05, 0.06, 0.08, 0.12, 0.21

=====

The lowest HOMO energy belongs to which entry? C9H12O6S